1.
DFT (the ωB97M-V functional and the def2-TZVPD basis) results for a molecular structure, C27H33ClCoN4O2.

## Properties
energy above the lowest of the compared OMol25 structures with the same formula, charge and spin = 0.0 kcal/mol
HOMO-LUMO gap (alpha / beta) = 0.297 / 0.297 Eh
spin multiplicity = 2
HOMO level (alpha / beta) = -7.5 / -7.5 eV
DFT total energy = -3261.11414 Ha

Each line ends with the Mulliken charge.
Cartesian coordinates (Å):
Co 0.16909 0.34557 0.76100  0.42
N -1.10555 -1.11814 1.35349  -0.22
C -0.88985 -1.26817 2.81151  -0.64
C 0.60481 -1.55091 3.08164  -0.89
N 1.51713 -0.94447 2.09029  1.00
C 2.50474 -1.91047 1.59552  -0.85
C 1.98757 -3.23143 1.06892  -1.31
N 0.86363 -3.07876 0.17364  -0.18
C 2.21898 0.26532 2.58912  -0.91
C 2.75495 1.14904 1.45496  -1.06
N 1.65384 1.65004 0.60444  -0.38
H -0.75445 -1.95474 0.87339  0.22
H -2.07700 -0.98524 1.10847  0.28
H -1.19779 -0.34894 3.29307  0.09
H -1.47954 -2.09307 3.21191  0.58
H 0.87467 -1.24796 4.09531  0.41
H 0.73714 -2.63004 3.04467  0.32
H 3.06410 -1.41855 0.79998  0.37
H 3.23313 -2.16556 2.37940  0.30
H 2.86297 -3.71936 0.62732  0.47
H 1.66907 -3.87599 1.89045  0.51
H 1.07374 -2.47367 -0.61534  -0.14
H 0.57424 -3.98613 -0.16886  0.24
H 1.50959 0.83683 3.18899  0.45
H 3.06239 -0.02098 3.23388  0.55
H 3.36087 1.95333 1.87477  0.51
H 3.41324 0.56237 0.81570  0.36
H 1.16381 2.44938 0.99918  0.31
H 1.96724 1.90589 -0.32340  0.34
Cl -4.89700 4.97117 4.00515  -0.25
C -3.54694 3.98763 3.49998  0.06
C -2.78958 3.30062 4.45756  -0.64
C -1.73370 2.51526 4.07152  -0.58
C -1.35911 2.35094 2.70606  -0.25
O -0.40300 1.54642 2.41044  -0.18
C -2.12766 3.10450 1.75587  1.20
C -1.79662 3.15908 0.34082  -0.37
O -0.81186 2.68358 -0.19510  -0.44
C -3.21394 3.88949 2.17951  -0.96
H -3.04777 3.39374 5.50527  0.41
H -1.14894 1.98177 4.81181  0.40
H -2.52386 3.72891 -0.27415  0.18
H -3.78397 4.43693 1.43519  0.36
C 2.22644 -1.08312 -5.98718  -0.41
C 3.09019 -0.33895 -5.19556  -0.68
C 2.79753 -0.12838 -3.85555  -0.56
C 1.63457 -0.63747 -3.26613  0.32
C 0.78489 -1.39963 -4.07579  0.04
C 1.07781 -1.61451 -5.41700  -0.86
C 1.40291 -0.35766 -1.82283  0.83
C 0.26318 -0.26737 -1.12117  -0.84
C -1.06027 -0.39134 -1.76300  0.17
C -1.84351 -1.54027 -1.63513  0.52
C -3.09800 -1.62733 -2.22981  -0.97
C -3.60600 -0.56062 -2.95587  -0.56
C -2.84239 0.59473 -3.07749  -0.91
C -1.59082 0.68120 -2.48532  -0.12
H 2.44782 -1.25159 -7.03326  0.38
H 3.99573 0.07728 -5.62110  0.37
H 3.48061 0.45269 -3.24367  0.34
H -0.11242 -1.83361 -3.65549  0.40
H 0.40084 -2.20854 -6.01948  0.39
H 2.33714 -0.17352 -1.29188  0.09
H -1.45279 -2.39336 -1.10477  0.28
H -3.67756 -2.53810 -2.12960  0.42
H -4.58288 -0.62511 -3.41699  0.40
H -3.22606 1.43500 -3.64328  0.41
H -0.99977 1.58431 -2.57600  0.45

***

2.
DFT (the ωB97M-V functional and the def2-TZVPD basis) results for a molecular structure, C2H8CoN2O11P2S2.

## Properties
energy above the lowest of the compared OMol25 structures with the same formula, charge and spin = 0.0 kcal/mol
HOMO-LUMO gap (alpha / beta) = 0.308 / 0.317 Eh
HOMO level (alpha / beta) = -6.6 / -6.6 eV
charge = -1
DFT total energy = -3880.36083 Ha

Each line ends with the Mulliken charge.
Cartesian coordinates (Å):
Co -0.01221 1.42825 -1.55600  0.19
N 0.82705 -2.45166 0.95557  -0.21
C 0.21592 -1.07419 1.12560  0.72
C -0.39583 -0.94219 2.51137  -1.91
P 1.60247 0.10042 0.75804  0.93
O 2.04978 0.66917 2.20171  -0.61
O 2.66997 -0.76436 0.19892  -0.88
O 1.04276 1.31469 0.05048  -0.47
P -1.10433 -1.06126 -0.21177  1.03
O -2.26676 -0.19362 0.39348  -0.59
O -1.44848 -2.50291 -0.33643  -0.85
O -0.47962 -0.38119 -1.42225  -0.40
H 1.03654 -2.88891 1.84822  0.32
H 1.70894 -2.28932 0.42474  0.35
H 0.11761 -2.99709 0.41815  0.42
H 0.35979 -1.07263 3.28941  0.50
H -1.20341 -1.66474 2.64913  0.47
H -0.82893 0.04968 2.62337  0.37
H 1.74030 1.57762 2.30293  0.31
H -2.20136 0.74958 0.08885  0.53
O -3.54984 1.99957 -1.90434  -0.63
S -2.24624 2.59900 -1.88715  1.40
O -2.18645 4.02575 -2.03152  -0.64
O -1.27954 1.89545 -2.85907  -0.50
O -1.48152 2.16687 -0.58561  -0.72
O 3.06747 -0.53720 -3.27584  -0.49
S 2.76865 0.87997 -3.13862  0.26
N 1.47726 1.36526 -2.63137  0.11

***

3.
DFT (the ωB97M-V functional and the def2-TZVPD basis) results for C4H7NO in the gas phase at a distorted geometry.

## Properties
energy above the lowest of the compared OMol25 structures with the same formula, charge and spin = 89.1 kcal/mol
HOMO-LUMO gap = 0.403 Eh
SMILES = C1N[C@H]1[C@H]1CO1
HOMO level = -9.8 eV
DFT total energy = -286.48971 Ha

Each line ends with the Mulliken charge.
Cartesian coordinates (Å):
C -1.76509 -0.41047 -0.19325  -0.73
N -1.16777 0.91348 0.36261  -0.62
C -0.53632 0.19131 -0.71024  0.11
C 0.76180 -0.47771 -0.37078  -0.13
C 1.80401 0.25343 0.35122  -0.38
O 0.99087 -0.71470 1.01312  -0.45
H -1.67617 -1.27763 0.46371  0.26
H -2.64286 0.19964 -0.32941  0.40
H -0.75023 0.67436 1.25188  0.31
H -0.55005 0.67966 -1.68118  0.33
H 1.05757 -1.29577 -1.02519  0.40
H 2.85003 -0.02485 0.22649  0.28
H 1.62423 1.28924 0.64103  0.23

***

4.
DFT (the ωB97M-V functional and the def2-TZVPD basis) results for a molecular structure, C15H13Cl2CsN5S4Sb at a distorted geometry.

## Properties
HOMO-LUMO gap = 0.144 Eh
HOMO level = -0.5 eV
charge = -2
DFT total energy = -3626.80801 Ha

Each line ends with the Mulliken charge.
Cartesian coordinates (Å):
Cs -1.75744 0.67795 -1.46462  0.97
N -1.16087 -0.87752 3.25810  0.01
C -1.24788 -0.07173 2.16211  -0.52
N -0.34779 0.02952 1.26688  -0.18
C 0.82464 -0.69824 1.38010  0.17
N 1.67132 -0.78629 0.39647  -0.66
N 1.55629 -0.03773 -0.68152  0.04
C 1.86548 -0.54699 -1.83297  -0.62
C 1.85914 0.19813 -3.04494  0.93
C 2.30932 -0.41067 -4.24236  -0.81
C 2.23646 0.27840 -5.42470  -0.22
C 1.72802 1.57959 -5.41677  -0.62
C 1.33146 2.11013 -4.19712  -0.13
N 1.39073 1.46753 -3.05244  -0.16
C 1.05314 -1.47626 2.58601  0.61
C 2.23648 -2.16569 2.85115  -0.29
C 2.35283 -2.96495 3.97400  -0.68
C 1.29593 -3.08805 4.85878  -0.33
C 0.11565 -2.39389 4.63179  -0.76
C -0.00999 -1.59075 3.50491  0.02
H -1.98807 -1.04746 3.81160  0.28
H -2.15337 0.51870 2.08539  0.54
H 2.11485 -1.61297 -1.91668  0.23
H 2.70025 -1.41891 -4.20928  0.30
H 2.57016 -0.16315 -6.35626  0.40
H 1.63757 2.15063 -6.32775  0.35
H 0.93691 3.12249 -4.14642  0.39
H 3.04435 -2.07960 2.14346  0.44
H 3.26633 -3.51731 4.14973  0.37
H 1.39133 -3.73617 5.71866  0.38
H -0.70882 -2.47071 5.32632  0.38
Cl -1.80392 4.03968 -2.18862  -0.18
C -1.44881 4.10220 -0.47969  0.05
Cl 0.05200 3.25231 -0.16108  -0.10
H -2.25995 3.59321 0.05538  -0.30
H -1.34744 5.14438 -0.19102  0.31
S -7.32111 0.85704 0.10186  -0.81
Sb -5.10706 0.14711 0.21994  0.88
S -4.42589 -0.80133 -1.81561  -0.96
S -3.76844 2.02062 0.67710  -0.89
S -4.68378 -1.33327 1.99009  -0.83

***

5.
DFT (the ωB97M-V functional and the def2-TZVPD basis) results for C4H5NO in the gas phase.

## Properties
energy above the lowest of the compared OMol25 structures with the same formula, charge and spin = 48.6 kcal/mol
HOMO-LUMO gap = 0.391 Eh
SMILES = CC#CC(N)=O
HOMO level = -9.8 eV
DFT total energy = -285.33708 Ha

Each line ends with the Mulliken charge.
Cartesian coordinates (Å):
C -2.07062 -0.04538 -0.03096  -1.00
C -0.85625 0.66741 0.30380  0.23
C 0.28095 0.95589 0.62359  -0.35
C 1.33479 -0.08356 0.54197  0.74
N 2.10160 0.03851 -0.57255  -0.38
O 1.38055 -1.02727 1.30240  -0.58
H -1.94367 -0.49705 -1.02136  0.28
H -2.95448 0.58928 -0.02875  0.33
H -2.18509 -0.85002 0.70379  0.26
H 2.83457 -0.63605 -0.71188  0.23
H 2.07764 0.88822 -1.11003  0.23

***

6.
DFT (the ωB97M-V functional and the def2-TZVPD basis) results for a gas-phase ion, C5H11N (charge +1) at a distorted geometry.

## Properties
energy above the lowest of the compared OMol25 structures with the same formula, charge and spin = 67.6 kcal/mol
HOMO-LUMO gap (alpha / beta) = 0.293 / 0.175 Eh
spin multiplicity = 2
HOMO level (alpha / beta) = -13.1 / -13.1 eV
charge = +1
DFT total energy = -251.47928 Ha

Each line ends with the Mulliken charge.
Cartesian coordinates (Å):
C -1.09803 -0.81623 -0.96748  -0.16
C 0.38740 -0.45914 -1.00218  -0.63
C 0.59372 0.90968 -0.40881  -0.24
C 0.97492 1.00688 0.91400  0.05
C 0.60934 1.91986 2.00116  -0.92
N -1.19354 -2.26359 -0.57336  -0.56
H -1.58758 -0.73315 -1.97263  0.29
H -1.55262 -0.25467 -0.14160  0.22
H 0.80399 -0.28372 -2.01577  0.32
H 1.06199 -1.21835 -0.59791  0.47
H 0.12658 1.71788 -0.96874  0.37
H 1.64279 0.20703 1.23833  0.31
H 0.92422 1.41322 2.93592  0.34
H -0.45860 1.92571 2.13824  0.34
H 1.00489 2.93452 1.90924  0.33
H -1.95220 -2.74722 -1.02372  0.25
H -0.29357 -2.69390 -0.71260  0.21